ORCA calculation (the ωB97M-V functional and the def2-TZVPD basis) on a molecular structure, C36H51N4PTi in a non-equilibrium geometry.

Structure (ORCA input):
```
! wB97M-V def2-TZVPD RIJCOSX def2/J DEFGRID3
* xyz 3 2
Ti -0.1735 -1.1276 0.1706
N -0.1292 -1.9964 -1.8943
C -1.4658 -2.6002 -2.0992
C -1.6470 -3.6445 -1.0130
N -1.2130 -3.1054 0.3126
C -2.3896 -2.8982 1.1907
C -3.2121 -1.7476 0.6417
N -2.2881 -0.5980 0.4258
C -0.2424 -4.0378 0.9459
C 1.1028 -3.9576 0.2413
N 1.5444 -2.5329 0.2052
H 0.0090 -1.2706 -2.6002
H 0.5614 -2.7083 -2.1173
H -1.5591 -3.0680 -3.0808
H -2.2102 -1.8076 -2.0489
H -1.0401 -4.5142 -1.2638
H -2.6784 -3.9951 -0.9725
H -2.0308 -2.6501 2.1900
H -2.9947 -3.8052 1.2681
H -4.0137 -1.4950 1.3349
H -3.6793 -2.0225 -0.3022
H -2.3187 -0.0180 1.2620
H -2.6613 -0.0025 -0.3110
H -0.6161 -5.0649 0.9225
H -0.1226 -3.7500 1.9906
H 1.0350 -4.3530 -0.7715
H 1.8221 -4.5836 0.7697
H 2.2566 -2.4285 -0.5139
H 2.0331 -2.3559 1.0746
C 3.8697 -0.1222 1.7768
C 2.4062 -0.0306 2.1284
C 1.7139 1.1833 1.9771
C 2.4466 2.4530 1.6521
C 0.3543 1.2755 2.3494
C -0.2426 2.6541 2.4617
C -0.3327 0.1314 2.8051
C -1.7253 0.2824 3.3840
C 0.3956 -1.0577 3.0678
C -0.1708 -2.0788 4.0319
C 1.7711 -1.1096 2.7735
C 2.5980 -2.2492 3.3267
H 4.1685 -1.1256 1.4751
H 4.4874 0.1568 2.6343
H 4.1300 0.5463 0.9632
H 2.6791 2.9753 2.5855
H 1.8436 3.1284 1.0522
H 3.3849 2.2898 1.1356
H 0.3764 3.2380 3.1466
H -1.2482 2.6674 2.8657
H -0.2433 3.1906 1.5123
H -2.2941 -0.6455 3.4004
H -2.3243 1.0384 2.8760
H -1.6412 0.6113 4.4233
H 0.0647 -1.7400 5.0458
H 0.2727 -3.0649 3.9321
H -1.2500 -2.1877 3.9927
H 2.7072 -2.0893 4.4033
H 3.6038 -2.2856 2.9207
H 2.1425 -3.2328 3.2059
C 4.0016 2.8644 -1.8341
C 2.9291 3.7378 -1.7219
C 1.6493 3.2512 -1.4916
C 1.4453 1.8807 -1.3642
C 2.5340 1.0088 -1.4386
C 3.8062 1.4965 -1.6887
P -0.2078 1.1326 -1.2498
C -0.5626 0.7348 -3.0251
C -1.8949 0.5354 -3.4060
C -2.2158 0.2490 -4.7227
C -1.2119 0.1585 -5.6795
C 0.1114 0.3490 -5.3122
C 0.4413 0.6317 -3.9913
C -1.4067 2.4945 -1.0362
C -1.6058 3.3957 -2.0887
C -2.5318 4.4164 -1.9605
C -3.2657 4.5564 -0.7876
C -3.0635 3.6770 0.2642
C -2.1419 2.6471 0.1385
H 4.9942 3.2470 -2.0314
H 3.0841 4.8038 -1.8229
H 0.8210 3.9410 -1.4097
H 2.3676 -0.0603 -1.3152
H 4.6479 0.8208 -1.7766
H -2.6912 0.6574 -2.6785
H -3.2518 0.1181 -5.0076
H -1.4643 -0.0391 -6.7128
H 0.8954 0.2988 -6.0564
H 1.4772 0.7967 -3.7291
H -1.0403 3.3070 -3.0065
H -2.6850 5.1018 -2.7834
H -3.9908 5.3536 -0.6942
H -3.6206 3.7963 1.1843
H -1.9753 1.9760 0.9735
*
```

The value obtained for the HOMO energy (spin up / spin down) is -16.739 / -16.731 eV. Its total energy is -2811.4267 Eh.